{
  "formula": "C49H52PRhSb2",
  "method": "the ωB97M-V functional and the def2-TZVPD basis",
  "species": ["Rh", "C", "C", "C", "C", "C", "C", "P", "C", "C", "C", "C", "C", "C", "C", "C", "C", "C", "C", "C", "C", "C", "C", "C", "H", "H", "H", "H", "H", "H", "H", "H", "H", "H", "H", "H", "H", "H", "H", "H", "C", "C", "C", "C", "C", "C", "Sb", "C", "C", "C", "C", "C", "C", "C", "C", "C", "C", "C", "C", "H", "H", "H", "H", "H", "H", "H", "H", "H", "H", "H", "H", "H", "H", "H", "C", "C", "C", "Sb", "C", "C", "C", "C", "C", "C", "H", "H", "H", "H", "H", "H", "H", "H", "H", "H", "H", "H", "H", "H", "H", "H", "H", "H", "H", "H", "H"],
  "coordinates": [[-0.028, -0.149, -0.156], [-0.191, -3.990, 2.758], [-1.294, -3.202, 2.459], [-1.381, -2.589, 1.221], [-0.348, -2.732, 0.281], [0.787, -3.472, 0.617], [0.848, -4.113, 1.843], [-0.727, -2.092, -1.392], [-1.928, -3.328, -1.995], [-1.932, -4.624, -1.483], [-2.796, -5.561, -2.018], [-3.662, -5.214, -3.042], [-3.662, -3.924, -3.544], [-2.791, -2.983, -3.028], [0.770, -2.445, -2.365], [0.858, -3.474, -3.283], [2.039, -3.673, -4.007], [3.114, -2.837, -3.828], [3.055, -1.776, -2.902], [4.149, -0.913, -2.691], [4.071, 0.101, -1.768], [2.898, 0.305, -1.036], [1.785, -0.499, -1.215], [1.862, -1.568, -2.152], [-0.152, -4.536, 3.689], [-2.101, -3.110, 3.169], [-2.277, -2.042, 0.943], [1.595, -3.579, -0.093], [1.704, -4.731, 2.075], [-1.255, -4.903, -0.689], [-2.795, -6.567, -1.631], [-4.333, -5.952, -3.451], [-4.343, -3.653, -4.334], [-2.773, -1.984, -3.434], [0.017, -4.135, -3.441], [2.097, -4.491, -4.710], [4.024, -2.984, -4.392], [5.050, -1.056, -3.268], [4.911, 0.758, -1.604], [2.874, 1.134, -0.344], [-0.175, -0.278, 7.351], [1.088, -0.397, 6.798], [1.254, -0.366, 5.423], [0.151, -0.203, 4.601], [-1.118, -0.101, 5.147], [-1.276, -0.131, 6.524], [0.503, 0.104, 2.475], [2.612, -0.382, 2.433], [2.903, -1.713, 2.708], [4.190, -2.195, 2.556], [5.199, -1.346, 2.131], [4.917, -0.014, 1.878], [3.624, 0.468, 2.019], [0.039, 2.226, 2.421], [-1.270, 2.554, 2.755], [-1.656, 3.882, 2.808], [-0.742, 4.879, 2.502], [0.547, 4.547, 2.117], [0.939, 3.218, 2.067], [-0.301, -0.301, 8.423], [1.955, -0.506, 7.434], [2.246, -0.455, 5.003], [-1.990, 0.005, 4.516], [-2.264, -0.034, 6.947], [2.119, -2.375, 3.049], [4.403, -3.235, 2.754], [6.204, -1.717, 2.009], [5.702, 0.652, 1.551], [3.424, 1.511, 1.821], [-1.986, 1.778, 2.994], [-2.666, 4.135, 3.095], [-1.034, 5.915, 2.572], [1.255, 5.320, 1.856], [1.953, 2.974, 1.785], [-3.568, 3.846, -0.711], [-2.271, 3.982, -1.475], [-1.473, 5.170, -0.996], [-1.078, 2.072, -1.380], [-2.455, 0.830, -2.634], [-3.113, 1.567, -3.781], [-3.483, 0.210, -1.702], [0.652, 2.670, -2.699], [0.217, 3.462, -3.907], [1.691, 3.415, -1.881], [-4.124, 4.780, -0.788], [-3.382, 3.654, 0.346], [-4.201, 3.060, -1.115], [-2.464, 4.072, -2.545], [-1.280, 5.117, 0.073], [-2.048, 6.077, -1.187], [-0.527, 5.268, -1.523], [-1.793, 0.045, -3.024], [-3.784, 2.346, -3.424], [-3.711, 0.861, -4.357], [-2.382, 2.005, -4.456], [-4.094, 0.969, -1.218], [-2.994, -0.388, -0.927], [-4.154, -0.438, -2.261], [1.049, 1.695, -2.999], [-0.228, 4.415, -3.629], [-0.483, 2.906, -4.524], [1.096, 3.680, -4.514], [1.417, 4.458, -1.745], [2.648, 3.392, -2.403], [1.827, 2.966, -0.897]],
  "energy_ha": -2830.148690,
  "total_charge": 2,
  "spin_multiplicity": 1
}